Model w:
Computed, not measured: an isolated ion of composition C4H5O2S and charge -1, with ωB97M-V/def2-TZVPD.

Its total charge is -1. The value obtained for the frontier orbital gap is 7.49 eV. Its multiplicity is 1. The calculation puts the LUMO energy at 3.75 eV. The calculation puts the highest occupied orbital energy at -3.7 eV.

```
12
Properties=species:S:1:pos:R:3:nbo_charge:R:1
C -1.024 1.667 0.865 -0.139
C -1.231 2.853 1.172 -0.336
C 0.595 0.337 -0.445 -0.602
C -0.811 0.338 0.219 -0.459
O -0.341 4.507 -0.747 -1.018
O 0.167 5.244 1.587 -1.015
S -0.866 4.735 0.637 1.528
H 0.688 -0.687 -0.953 0.183
H 1.327 0.500 0.328 0.218
H 0.431 1.142 -1.304 0.238
H -1.101 -0.498 1.004 0.194
H -1.565 0.275 -0.510 0.207
```



Model x:
Computed, not measured: an isolated ion of composition C4H5O2S and charge -1, with ωB97M-V/def2-TZVPD.

Its total charge is -1. The value obtained for the frontier orbital gap (alpha / beta) is 6.16 / 6.26 eV. Its multiplicity is 1. The calculation puts the LUMO energy (alpha / beta) at 3.62 / 3.64 eV. The calculation puts the highest occupied orbital energy (alpha / beta) at -2.5 / -2.6 eV.

```
12
Properties=species:S:1:pos:R:3:nbo_charge:R:1
C -1.117 0.852 0.008 -0.189
C -1.116 -0.908 0.025 -0.250
C 1.277 0.752 0.568 -0.626
C 0.307 1.284 -0.412 -0.558
O -2.188 -3.208 0.518 -0.965
O -0.419 -1.782 -0.819 -0.711
S -2.071 -2.204 -0.524 1.325
H 1.866 -0.097 0.159 0.209
H 0.770 0.336 1.544 0.224
H 1.968 1.495 0.931 0.188
H 0.563 0.976 -1.458 0.183
H 0.160 2.504 -0.539 0.169
```



Decreasing stability: model w, model x



Model w:
Computed, not measured: a 11-piece molecular cluster, C44H121N11O11 overall, with ωB97M-V/def2-TZVPD.

Its total charge is 0. The value obtained for the frontier orbital gap is 9.21 eV. Its multiplicity is 1. The calculation puts the LUMO energy at 0.72 eV. The calculation puts the highest occupied orbital energy at -8.5 eV. Its SMILES is COC[C@H](C)N.COC[C@H](C)N.COC[C@H](C)N.COC[C@H](C)N.COC[C@H](C)N.COC[C@H](C)N.COC[C@H](C)N.COC[C@H](C)N.COC[C@H](C)N.COC[C@H](C)N.COC[C@H](C)N.

```
187
Properties=species:S:1:pos:R:3:lowdin_charge:R:1
C -8.032 1.008 0.904 -0.053
C -7.473 2.361 1.261 -0.434
C -6.745 3.074 0.240 -0.242
O -5.724 2.234 -0.276 -0.227
C -5.142 2.781 -1.424 -0.110
N -8.605 3.292 1.666 0.030
H -8.504 0.658 1.808 0.072
H -7.208 0.329 0.602 0.069
H -8.768 1.059 0.105 0.088
H -6.860 2.223 2.201 0.146
H -6.315 3.952 0.712 0.131
H -7.379 3.478 -0.553 0.132
H -5.918 2.705 -2.219 0.105
H -4.205 2.307 -1.542 0.058
H -4.866 3.888 -1.283 0.118
H -8.434 3.869 2.505 0.078
H -9.439 2.856 2.005 0.046
C 0.989 -3.917 3.074 -0.051
C -0.393 -3.339 3.256 -0.424
C -1.129 -3.858 4.469 -0.195
O -2.442 -3.280 4.617 -0.201
C -3.464 -4.033 3.970 -0.098
N -0.319 -1.855 3.351 0.063
H 1.541 -3.406 2.243 0.046
H 0.924 -4.952 2.700 0.089
H 1.554 -3.871 3.981 0.069
H -1.029 -3.633 2.443 0.115
H -0.589 -3.572 5.398 0.130
H -1.218 -4.961 4.550 0.125
H -3.460 -3.799 2.943 0.049
H -4.412 -3.747 4.339 0.069
H -3.403 -5.117 4.201 0.102
H 0.403 -1.618 4.043 0.010
H -1.200 -1.466 3.695 0.049
C 1.198 3.447 -5.569 -0.078
C -0.181 3.713 -5.031 -0.464
C -0.761 2.361 -4.627 -0.233
O -2.000 2.443 -3.962 -0.213
C -2.998 1.489 -4.349 -0.085
N -0.298 4.721 -3.976 0.045
H 1.813 2.972 -4.744 0.073
H 1.772 4.370 -5.825 0.087
H 1.158 2.788 -6.458 0.086
H -0.811 4.086 -5.874 0.140
H -0.090 1.875 -3.880 0.116
H -0.849 1.672 -5.532 0.144
H -3.910 1.614 -3.741 0.071
H -2.615 0.468 -4.333 0.079
H -3.391 1.704 -5.340 0.082
H 0.534 4.813 -3.356 0.063
H -1.096 4.486 -3.343 0.076
C -5.088 -1.938 -1.499 -0.064
C -5.093 -2.524 -0.091 -0.427
C -6.482 -2.902 0.384 -0.239
O -6.438 -3.424 1.673 -0.205
C -7.538 -3.352 2.606 -0.063
N -4.114 -3.680 -0.069 0.044
H -5.341 -2.686 -2.243 0.069
H -4.047 -1.660 -1.759 0.063
H -5.801 -1.055 -1.546 0.101
H -4.720 -1.693 0.565 0.114
H -6.875 -3.613 -0.380 0.132
H -7.246 -2.122 0.356 0.111
H -7.282 -4.044 3.370 0.073
H -8.479 -3.641 2.158 0.080
H -7.690 -2.334 2.986 0.085
H -4.102 -4.125 0.862 0.061
H -4.311 -4.318 -0.864 0.087
C 2.807 0.943 5.596 -0.054
C 1.974 0.094 4.713 -0.473
C 2.716 -0.278 3.428 -0.149
O 3.964 -1.015 3.648 -0.190
C 4.345 -1.711 2.490 -0.100
N 1.599 -1.161 5.311 0.040
H 3.123 1.924 5.254 0.063
H 3.713 0.261 5.719 0.109
H 2.358 1.135 6.598 0.089
H 1.075 0.621 4.326 0.122
H 3.045 0.642 3.013 0.085
H 2.048 -0.865 2.814 0.102
H 4.492 -1.010 1.666 0.087
H 3.613 -2.496 2.178 0.082
H 5.286 -2.136 2.705 0.069
H 1.290 -1.115 6.254 0.081
H 2.519 -1.627 5.346 0.101
C -0.845 -1.121 -2.182 -0.035
C -0.548 -1.835 -0.872 -0.424
C 0.755 -1.418 -0.288 -0.208
O 1.825 -1.830 -1.114 -0.189
C 2.174 -3.182 -0.850 -0.099
N -1.582 -1.520 0.135 0.075
H -1.773 -1.477 -2.711 0.084
H -0.051 -1.267 -2.913 0.068
H -0.917 -0.084 -2.014 0.031
H -0.438 -2.930 -1.024 0.132
H 0.927 -1.961 0.739 0.126
H 0.815 -0.320 -0.147 0.121
H 1.340 -3.863 -1.062 0.082
H 2.463 -3.432 0.209 0.083
H 2.933 -3.464 -1.540 0.067
H -2.409 -2.080 -0.086 0.032
H -1.239 -1.799 1.049 0.035
C -4.159 -0.712 3.575 -0.046
C -3.821 0.706 3.010 -0.334
C -2.430 1.172 3.597 -0.204
O -2.526 1.245 5.020 -0.191
C -1.200 1.519 5.586 -0.063
N -3.781 0.760 1.503 0.058
H -3.358 -1.346 3.320 0.027
H -5.014 -1.021 2.959 0.063
H -4.379 -0.737 4.679 0.105
H -4.642 1.421 3.249 0.131
H -2.113 2.169 3.201 0.114
H -1.663 0.493 3.334 0.076
H -1.322 1.786 6.602 0.068
H -0.734 2.338 4.963 0.099
H -0.547 0.635 5.563 0.062
H -3.375 -0.031 1.015 0.028
H -4.671 1.012 1.049 0.045
C 3.802 1.548 -0.991 -0.056
C 3.544 2.667 -1.899 -0.432
C 3.510 4.093 -1.221 -0.188
O 2.995 4.981 -2.189 -0.228
C 3.434 6.357 -2.318 -0.066
N 4.458 2.718 -3.061 0.051
H 3.894 0.597 -1.581 0.078
H 3.081 1.481 -0.175 0.060
H 4.757 1.711 -0.451 0.099
H 2.540 2.739 -2.367 0.120
H 4.537 4.368 -0.937 0.126
H 2.941 3.986 -0.305 0.088
H 3.223 6.589 -3.403 0.103
H 4.520 6.414 -2.140 0.085
H 2.936 7.083 -1.710 0.067
H 5.419 2.702 -2.776 0.068
H 4.289 3.590 -3.558 0.070
C 0.136 2.305 -0.698 -0.030
C -0.470 2.504 0.703 -0.473
C 0.548 3.107 1.556 -0.248
O 1.631 2.213 1.778 -0.184
C 2.626 3.036 2.342 -0.136
N -1.638 3.310 0.706 0.062
H -0.532 1.734 -1.344 0.059
H 1.070 1.765 -0.606 0.045
H 0.311 3.263 -1.169 0.072
H -0.760 1.508 1.152 0.149
H 0.029 3.353 2.503 0.129
H 0.841 4.022 0.988 0.132
H 2.437 3.174 3.451 0.097
H 2.577 4.048 1.884 0.083
H 3.610 2.583 2.234 0.086
H -2.440 2.695 0.556 0.053
H -1.722 3.901 -0.097 0.062
C 5.554 -1.844 -1.534 -0.046
C 7.045 -1.527 -1.729 -0.384
C 7.885 -1.866 -0.505 -0.271
O 7.322 -1.305 0.619 -0.199
C 8.212 -1.234 1.688 -0.109
N 7.693 -2.113 -2.990 0.048
H 5.529 -2.701 -0.827 0.086
H 5.123 -2.248 -2.463 0.056
H 5.013 -1.030 -1.066 0.048
H 7.195 -0.421 -1.765 0.131
H 8.905 -1.496 -0.665 0.118
H 7.935 -2.973 -0.464 0.135
H 8.526 -2.209 2.031 0.083
H 7.691 -0.718 2.489 0.088
H 9.127 -0.710 1.283 0.103
H 7.089 -2.169 -3.793 0.042
H 8.452 -1.510 -3.205 0.043
C 2.020 -0.606 -5.298 -0.042
C 3.263 -1.191 -4.548 -0.423
C 3.574 -2.618 -5.178 -0.237
O 2.491 -3.421 -4.883 -0.207
C 2.326 -4.720 -5.531 -0.052
N 4.428 -0.353 -4.497 0.039
H 1.102 -1.168 -5.102 0.064
H 2.214 -0.553 -6.328 0.052
H 1.784 0.404 -4.891 0.060
H 3.061 -1.359 -3.476 0.115
H 4.466 -3.000 -4.651 0.103
H 3.917 -2.447 -6.262 0.142
H 2.019 -4.565 -6.562 0.080
H 1.494 -5.186 -5.025 0.079
H 3.249 -5.293 -5.471 0.083
H 4.209 0.537 -3.994 0.055
H 4.724 -0.128 -5.430 0.063
```



Model x:
Computed, not measured: a 11-piece molecular cluster, C44H121N11O11 overall, with ωB97M-V/def2-TZVPD.

Its total charge is 0. The value obtained for the frontier orbital gap is 9.06 eV. Its multiplicity is 1. The calculation puts the LUMO energy at 0.32 eV. The calculation puts the highest occupied orbital energy at -8.7 eV. Its SMILES is COC[C@H](C)N.COC[C@H](C)N.COC[C@H](C)N.COC[C@H](C)N.COC[C@H](C)N.COC[C@H](C)N.COC[C@H](C)N.COC[C@H](C)N.COC[C@H](C)N.COC[C@H](C)N.COC[C@H](C)N.

```
187
Properties=species:S:1:pos:R:3:lowdin_charge:R:1
C 0.484 -4.045 2.142 -0.066
C 1.951 -4.082 2.517 -0.417
C 2.797 -3.467 1.376 -0.213
O 2.432 -2.109 1.299 -0.227
C 3.298 -1.418 0.398 -0.084
N 2.110 -3.354 3.761 0.069
H 0.342 -4.716 1.293 0.070
H 0.201 -3.047 1.799 0.062
H -0.138 -4.277 3.006 0.082
H 2.204 -5.137 2.633 0.137
H 2.583 -4.041 0.471 0.118
H 3.826 -3.634 1.707 0.126
H 3.010 -0.414 0.095 0.077
H 3.451 -2.077 -0.460 0.088
H 4.273 -1.403 0.892 0.079
H 1.808 -2.397 3.641 0.026
H 3.046 -3.256 4.134 0.079
C -4.557 -1.835 2.959 -0.072
C -5.498 -0.907 2.190 -0.421
C -6.845 -1.388 1.675 -0.224
O -6.739 -2.485 0.830 -0.183
C -6.707 -3.759 1.477 -0.100
N -5.628 0.307 3.000 0.053
H -4.948 -2.317 3.856 0.080
H -3.641 -1.348 3.299 0.068
H -4.110 -2.599 2.316 0.056
H -4.892 -0.694 1.306 0.112
H -7.329 -0.620 1.069 0.117
H -7.557 -1.619 2.476 0.128
H -7.696 -3.860 1.933 0.089
H -6.045 -3.838 2.342 0.072
H -6.464 -4.540 0.761 0.077
H -5.694 1.117 2.395 0.016
H -6.518 0.307 3.484 0.067
C -1.946 -0.675 0.035 -0.046
C -1.028 0.535 0.193 -0.407
C 0.148 0.496 -0.772 -0.179
O 1.145 1.362 -0.241 -0.204
C 1.794 2.091 -1.298 -0.081
N -1.814 1.734 -0.091 0.088
H -1.418 -1.578 0.353 0.057
H -2.374 -0.915 -0.937 0.071
H -2.747 -0.563 0.769 0.059
H -0.658 0.547 1.220 0.115
H -0.210 0.795 -1.758 0.105
H 0.653 -0.469 -0.844 0.108
H 1.084 2.773 -1.772 0.075
H 2.226 1.476 -2.090 0.089
H 2.611 2.706 -0.921 0.066
H -2.292 1.903 0.785 0.040
H -1.036 2.386 -0.144 0.040
C -2.736 -7.635 3.236 -0.056
C -3.333 -7.958 1.821 -0.420
C -3.938 -6.717 1.164 -0.187
O -3.002 -5.643 1.076 -0.195
C -3.342 -4.632 0.162 -0.116
N -2.221 -8.597 1.132 0.029
H -2.159 -6.716 3.136 0.064
H -2.134 -8.497 3.515 0.073
H -3.509 -7.509 3.995 0.072
H -4.068 -8.730 2.054 0.131
H -4.815 -6.341 1.698 0.116
H -4.290 -6.915 0.146 0.121
H -3.154 -4.993 -0.854 0.068
H -2.612 -3.852 0.377 0.084
H -4.348 -4.209 0.150 0.076
H -2.476 -8.794 0.170 0.070
H -1.572 -7.819 1.057 0.067
C 9.674 2.028 0.731 -0.057
C 8.388 2.464 1.466 -0.459
C 7.156 1.852 0.837 -0.188
O 5.914 2.300 1.414 -0.166
C 4.927 2.477 0.460 -0.158
N 8.621 2.244 2.841 0.040
H 9.910 1.003 1.019 0.075
H 10.475 2.656 1.119 0.075
H 9.671 2.089 -0.358 0.069
H 8.196 3.533 1.344 0.135
H 7.057 0.771 0.701 0.133
H 7.247 2.182 -0.204 0.097
H 5.058 3.280 -0.274 0.082
H 3.978 2.629 0.975 0.083
H 4.823 1.633 -0.232 0.074
H 8.574 1.284 3.145 0.083
H 8.371 2.924 3.538 0.078
C 0.130 -1.011 5.476 -0.083
C 0.471 0.211 4.765 -0.454
C 1.654 0.040 3.801 -0.190
O 2.898 -0.214 4.473 -0.174
C 4.004 -0.384 3.635 -0.109
N -0.696 0.603 3.962 0.058
H -0.536 -0.913 6.333 0.084
H 1.060 -1.276 5.990 0.086
H -0.183 -1.784 4.773 0.079
H 0.617 0.999 5.506 0.145
H 1.745 1.010 3.302 0.105
H 1.360 -0.603 2.966 0.110
H 4.859 -0.384 4.313 0.097
H 4.271 0.566 3.154 0.080
H 3.836 -1.130 2.862 0.055
H -0.328 1.394 3.439 0.014
H -0.875 -0.115 3.269 0.050
C -0.044 -2.806 -1.975 -0.048
C -0.639 -4.159 -2.458 -0.428
C -1.256 -4.069 -3.867 -0.189
O -2.284 -3.110 -4.068 -0.188
C -3.429 -3.252 -3.258 -0.108
N 0.393 -5.179 -2.429 0.047
H 0.752 -2.384 -2.590 0.090
H 0.216 -3.002 -0.936 0.067
H -0.872 -2.120 -2.163 0.042
H -1.492 -4.440 -1.838 0.096
H -1.636 -5.069 -4.090 0.120
H -0.469 -3.800 -4.572 0.129
H -4.164 -2.472 -3.455 0.091
H -3.212 -3.152 -2.191 0.057
H -3.900 -4.229 -3.392 0.093
H 0.360 -5.543 -1.484 0.062
H 1.336 -4.828 -2.518 0.070
C 0.258 4.343 -6.422 -0.071
C 0.203 2.825 -6.274 -0.476
C -0.648 2.402 -5.097 -0.222
O -0.576 1.026 -4.788 -0.172
C -1.613 0.571 -3.983 -0.115
N -0.311 2.278 -7.513 0.044
H 0.799 4.604 -7.330 0.077
H 0.679 4.850 -5.553 0.072
H -0.787 4.652 -6.495 0.078
H 1.232 2.510 -6.066 0.134
H -1.650 2.789 -5.297 0.136
H -0.189 2.996 -4.301 0.115
H -2.037 1.347 -3.344 0.090
H -1.207 -0.289 -3.449 0.067
H -2.367 0.138 -4.647 0.094
H 0.394 2.119 -8.221 0.075
H -0.655 1.360 -7.256 0.068
C 5.389 2.205 -3.330 -0.070
C 6.363 2.714 -4.401 -0.369
C 7.123 3.965 -3.768 -0.205
O 7.436 3.734 -2.398 -0.232
C 7.807 4.962 -1.768 -0.087
N 7.349 1.648 -4.658 0.019
H 4.662 1.496 -3.722 0.079
H 4.835 3.106 -3.053 0.077
H 5.900 1.907 -2.417 0.057
H 5.922 2.933 -5.372 0.128
H 6.632 4.922 -3.975 0.114
H 8.089 4.236 -4.209 0.111
H 8.180 4.808 -0.755 0.075
H 6.919 5.577 -1.608 0.092
H 8.585 5.399 -2.396 0.089
H 8.219 2.015 -5.018 0.062
H 7.525 1.095 -3.831 0.062
C -4.672 3.389 0.708 -0.066
C -6.114 3.070 0.311 -0.421
C -6.270 1.884 -0.669 -0.179
O -7.618 1.880 -1.139 -0.192
C -7.848 0.897 -2.130 -0.108
N -6.833 2.859 1.567 0.038
H -4.269 2.403 0.946 0.054
H -4.570 4.041 1.575 0.078
H -4.035 3.841 -0.053 0.076
H -6.472 3.940 -0.248 0.131
H -6.148 0.924 -0.161 0.106
H -5.538 2.048 -1.461 0.132
H -7.138 0.081 -1.976 0.080
H -7.703 1.236 -3.158 0.084
H -8.860 0.501 -2.049 0.087
H -7.738 2.440 1.396 0.078
H -6.953 3.736 2.053 0.081
C -0.908 4.395 3.965 -0.037
C -0.779 3.768 2.526 -0.367
C -0.804 4.904 1.465 -0.227
O -0.795 4.300 0.206 -0.243
C -0.587 5.247 -0.854 -0.071
N 0.544 3.158 2.299 0.044
H -0.058 4.050 4.558 0.067
H -1.805 4.063 4.489 0.073
H -0.916 5.461 4.198 0.072
H -1.491 2.971 2.325 0.107
H -0.021 5.613 1.746 0.130
H -1.768 5.417 1.560 0.123
H -0.684 4.668 -1.769 0.083
H 0.373 5.758 -0.734 0.088
H -1.242 6.120 -0.797 0.086
H 1.199 3.712 2.837 0.077
H 0.833 3.139 1.331 0.053
```



Decreasing stability: model w, model x



Model w:
Computed, not measured: the molecule CH4ClOP, with ωB97M-V/def2-TZVPD.

Its total charge is 0. The value obtained for the frontier orbital gap is 10.20 eV. Its multiplicity is 1. The calculation puts the LUMO energy at 0.90 eV. The calculation puts the highest occupied orbital energy at -9.3 eV. Its SMILES is CP(O)Cl.

```
8
Properties=species:S:1:pos:R:3:nbo_charge:R:1
C 0.338 -1.025 0.101 -1.030
O 0.155 1.464 -1.047 -0.963
P -0.874 0.278 -0.231 1.065
Cl -1.079 1.026 1.643 -0.319
H -0.220 -1.991 0.298 0.250
H 1.049 -0.917 0.985 0.254
H 1.001 -1.119 -0.816 0.259
H -0.370 2.285 -0.933 0.483
```



Model x:
Computed, not measured: a 2-piece molecular cluster, CH4ClOP overall, with ωB97M-V/def2-TZVPD.

Its total charge is 0. The value obtained for the frontier orbital gap is 9.51 eV. Its multiplicity is 1. The calculation puts the LUMO energy at -0.30 eV. The calculation puts the highest occupied orbital energy at -9.8 eV. Its SMILES is C=PCl.O.

```
8
Properties=species:S:1:pos:R:3:nbo_charge:R:1
C 2.469 0.611 -0.056 -0.834
O -3.318 -0.159 -0.179 -0.934
P 0.841 0.212 -0.401 0.669
Cl 0.534 -1.768 -0.045 -0.292
H 3.241 -0.153 0.360 0.243
H -2.415 0.113 -0.303 0.467
H 2.778 1.543 -0.322 0.214
H -3.651 -0.328 -1.058 0.467
```



Decreasing stability: model w, model x